No. 1
{
  "formula": "C2H7N",
  "method": "ωB97M-V/def2-TZVPD",
  "lumo_energy_ev": [-6.918, -10.634],
  "spin_multiplicity": 2,
  "max_force_ev_per_a": 6.45,
  "gap_ev": [10.15, 6.43],
  "total_energy_ha": -134.7184,
  "homo_energy_ev": [-17.07, -17.06],
  "total_charge": 1,
  "symbols": ["C", "H", "H", "H", "H", "C", "N", "H", "H", "H"],
  "coordinates": [[0.55, 0.14, -2.13], [0.53, -0.97, -2.09], [-0.50, 0.41, -1.96], [0.99, 0.64, -3.04], [1.12, 0.44, -1.23], [-0.73, -0.51, 1.15], [0.14, 0.34, 1.62], [-0.90, -1.45, 1.66], [-1.46, -0.31, 0.32], [0.33, 1.08, 0.96]]
}

=====

No. 2
{
  "formula": "C2H7N2",
  "method": "ωB97M-V/def2-TZVPD",
  "lumo_energy_ev": -4.745,
  "max_force_ev_per_a": 1.96,
  "gap_ev": 7.87,
  "total_energy_ha": -189.5617,
  "homo_energy_ev": -12.62,
  "total_charge": 1,
  "symbols": ["N", "C", "C", "N", "H", "H", "H", "H", "H", "H", "H"],
  "coordinates": [[-0.63, 1.01, -0.99], [-1.00, 0.07, -0.10], [-0.07, -0.35, 0.88], [1.27, -0.77, 0.37], [-1.13, 1.02, -1.86], [-0.25, 1.90, -0.70], [-1.85, -0.51, -0.48], [-0.14, -0.05, 1.91], [2.04, -0.67, 1.03], [1.27, -1.76, 0.10], [1.48, -0.14, -0.41]]
}

=====

No. 3
{
  "formula": "C2H7N2",
  "method": "ωB97M-V/def2-TZVPD",
  "lumo_energy_ev": [-6.412, -5.706],
  "max_force_ev_per_a": 4.49,
  "gap_ev": [8.10, 9.42],
  "total_energy_ha": -189.4609,
  "homo_energy_ev": [-14.51, -15.13],
  "total_charge": 1,
  "symbols": ["C", "C", "N", "N", "H", "H", "H", "H", "H", "H", "H"],
  "coordinates": [[1.09, -0.30, -0.52], [-1.40, 0.51, 0.92], [-0.98, -0.75, 0.63], [1.50, -0.40, -1.69], [1.67, 0.21, 0.25], [-0.67, 1.33, 1.24], [-2.30, 0.82, 0.34], [-1.91, 0.40, 1.97], [-0.38, -1.11, 1.40], [2.30, 0.06, -1.99], [1.06, -0.77, -2.55]]
}

=====

No. 4
{
  "formula": "C2H7N2O",
  "method": "ωB97M-V/def2-TZVPD",
  "lumo_energy_ev": [1.036, -0.668],
  "spin_multiplicity": 2,
  "max_force_ev_per_a": 1.22,
  "gap_ev": [9.59, 9.26],
  "total_energy_ha": -265.0627,
  "homo_energy_ev": [-8.55, -9.92],
  "symbols": ["C", "O", "H", "H", "H", "N", "C", "N", "H", "H", "H", "H"],
  "coordinates": [[1.53, 0.54, 1.40], [1.88, -0.11, 0.20], [0.79, -0.06, 1.95], [1.07, 1.52, 1.23], [2.42, 0.72, 1.98], [-1.97, 0.36, -1.46], [-0.94, -0.48, -1.20], [-0.91, -1.34, -0.31], [-2.03, 0.71, -2.40], [-2.71, 0.44, -0.79], [1.07, -0.25, -0.31], [-0.19, -2.05, -0.29]]
}

=====

No. 5
{
  "formula": "C2H7N2O",
  "method": "ωB97M-V/def2-TZVPD",
  "lumo_energy_ev": -5.381,
  "max_force_ev_per_a": 4.97,
  "gap_ev": 8.84,
  "total_energy_ha": -264.7934,
  "homo_energy_ev": -14.22,
  "total_charge": 1,
  "symbols": ["N", "O", "C", "C", "N", "H", "H", "H", "H", "H", "H", "H"],
  "coordinates": [[1.73, 0.51, -0.10], [0.67, 1.13, -0.73], [-0.55, 1.05, -0.01], [-1.01, -0.35, -0.45], [-0.72, -1.36, 0.32], [2.44, 1.12, 0.25], [2.36, -0.17, -0.74], [-1.08, 1.89, -0.43], [-0.37, 1.21, 1.08], [-1.39, -0.44, -1.45], [-0.45, -1.16, 1.29], [-0.64, -2.34, 0.06]]
}

=====

No. 6
{
  "formula": "C2H7N2O",
  "method": "ωB97M-V/def2-TZVPD",
  "lumo_energy_ev": -4.847,
  "max_force_ev_per_a": 6.01,
  "gap_ev": 8.65,
  "total_energy_ha": -264.6484,
  "homo_energy_ev": -13.50,
  "total_charge": 1,
  "symbols": ["C", "C", "N", "N", "O", "H", "H", "H", "H", "H", "H", "H"],
  "coordinates": [[1.05, -0.70, -0.59], [-0.10, 0.11, -0.18], [0.69, 1.21, -0.08], [-1.04, -0.20, 0.95], [1.79, 0.52, -0.62], [1.46, -1.28, 0.15], [0.99, -1.22, -1.45], [-1.66, 0.41, -1.21], [0.74, 2.10, -0.52], [-1.70, 0.68, 1.09], [-0.51, -0.64, 1.76], [-1.70, -0.99, 0.69]]
}